(1)
ORCA calculation (the ωB97M-V functional and the def2-TZVPD basis) on a structure of composition C35H37N6O2PtS2.

Each line ends with the Löwdin charge.
Element x y z (Å)
H 1.6830 0.6673 3.1290  0.097
H 0.0383 3.0246 4.3953  0.125
N 1.7792 -3.0142 0.0056  0.113
C 3.6845 -3.7013 1.8264  -0.017
C -4.9007 7.1173 0.1834  -0.162
C 4.5679 -3.5776 4.0568  -0.070
C -5.5262 9.2455 1.1312  0.011
C -2.8186 4.2717 0.9730  -0.124
C -3.8650 2.1410 -1.9090  0.037
H 3.6672 -2.1075 5.3328  0.107
C 2.7943 -2.1065 3.3799  -0.016
H 3.6888 -4.1383 0.8393  0.095
N -4.2994 4.8687 -0.6329  0.195
C 0.8908 -3.0038 -0.9846  -0.657
H -0.6171 -3.5085 -3.0117  0.062
N 1.2250 -3.7157 -2.0604  -0.113
C -3.2203 2.6043 -0.7553  -0.064
C -3.4565 3.8910 -0.1849  -0.172
H 2.0294 -5.6099 -0.2824  0.067
H -6.9956 8.7730 -1.8998  0.107
C -7.7724 11.0303 -1.0949  -0.066
N -3.2950 5.5310 1.2384  0.191
H 0.1618 3.0949 -1.0248  0.022
H 0.6816 0.7781 4.5851  0.097
H -1.4226 4.7136 3.3470  0.124
H -4.0330 0.4682 -3.2421  0.120
H -5.4823 9.9788 1.9240  0.125
O 1.2183 -1.1186 1.2483  -0.226
H -3.0422 6.1301 2.0037  0.150
H 1.7832 3.2083 -0.3067  0.037
C 2.4799 -4.4844 -2.0735  -0.192
H 2.1048 -1.3161 3.6159  0.069
C 0.6648 0.5932 3.5127  -0.037
H -7.1842 11.0774 -2.0136  0.098
C -1.6205 2.1826 1.0936  -0.138
H 0.2867 -4.9483 -3.4293  0.128
C 0.6878 0.8708 -2.9628  -0.402
C 2.3514 -5.7908 -1.3066  -0.066
H -0.2844 1.3677 -2.9751  0.032
C -1.8959 3.4367 1.6603  -0.067
H -4.5759 2.7838 -2.4093  0.129
C -2.6298 0.1035 -1.6801  -0.133
C -2.2996 1.7665 -0.1113  -0.140
C -3.5658 0.8818 -2.3599  -0.015
C 0.3782 -3.8757 -3.2416  -0.227
H 1.2948 1.2459 -3.7849  0.043
C 3.6773 -2.5563 4.3485  -0.065
H 3.3143 -6.3014 -1.2809  0.082
S 1.4996 1.1092 -1.3750  0.747
H -2.3751 -0.8819 -2.0393  0.054
H 1.5773 3.4295 -2.0471  0.044
Pt -0.4566 -0.3857 0.3385  0.884
H -8.1896 12.0093 -0.8809  0.096
H 5.2673 -4.9400 2.5541  0.108
C -4.8318 8.0602 1.2128  -0.025
C -0.2093 1.5856 2.8329  -0.274
C -4.1846 5.8460 0.2409  -0.244
S -0.6875 -2.2923 -0.8891  0.698
C -6.3127 9.5177 0.0086  -0.275
C -1.2568 3.7570 2.8686  0.030
H 1.8188 -3.6560 -4.8696  0.072
H 1.6338 -6.4578 -1.7855  0.076
C -5.6888 7.3972 -0.9277  -0.010
H 1.2157 -2.1342 -4.2144  0.066
N -2.0103 0.5203 -0.5831  -0.086
H 0.3072 -0.4137 3.3166  0.072
C 2.7815 -2.6746 2.1112  -0.120
C -6.3931 8.5854 -1.0243  0.000
C 4.5708 -4.1470 2.7907  -0.064
C -0.4443 2.8291 3.4481  0.009
C 0.9394 -3.1591 -4.4623  -0.059
C 1.8202 -2.2272 1.0570  -0.396
H -4.2400 7.8794 2.1022  0.105
O -6.9534 10.7039 0.0191  -0.067
H 3.2829 -3.8646 -1.6830  0.116
N -0.7535 1.2865 1.6602  0.027
H 2.7023 -4.6840 -3.1208  0.112
H -8.5833 10.3080 -1.2107  0.098
H 0.5249 -0.1994 -3.0867  0.003
H -5.7483 6.6710 -1.7262  0.115
H 5.2581 -3.9290 4.8123  0.108
C 1.2214 2.8772 -1.1786  -0.399
H 0.1868 -3.1284 -5.2499  0.082

Output
- LUMO (eV) = -3.2
- Kohn-Sham gap (hartree) = 0.251
- energy relative to the best compared isomer or geometry (same formula, charge and spin) (kJ/mol) = 0.0
- molar mass (g/mol) = 832.933
- charge = +1

=====

(2)
ORCA calculation (the ωB97M-V functional and the def2-TZVPD basis) on a structure of composition C35H37NO2P2Zr in a non-equilibrium geometry.

Each line ends with the Löwdin charge.
Element x y z (Å)
C -1.7413 0.8057 -3.4200  -0.100
C 3.1717 4.2587 0.0808  -0.027
C -4.6508 2.7209 0.3637  -0.034
C -5.0779 1.3884 0.5186  -0.029
H 1.5650 -1.1115 -1.0979  0.064
H -0.9278 -2.4817 -3.3550  0.106
C -3.5146 -4.1684 0.6236  -0.042
H 0.9293 -2.0897 -4.5736  0.123
C 0.9897 -0.7481 -0.2400  -0.259
C 2.9400 3.3138 -0.9201  -0.038
C 3.0734 3.8967 1.4317  -0.043
C -2.8541 -2.4679 2.7431  -0.082
C 1.2105 -0.3072 -3.5294  -0.122
H 0.6045 -0.7664 4.5941  0.022
H 4.8157 0.3509 0.8199  0.111
H 1.9039 -0.8815 -2.9026  0.089
H 2.4424 1.2341 -1.3348  0.075
O -2.0632 1.6738 4.9922  0.173
C -1.7687 -0.4961 -3.1084  -0.154
H -0.8524 -1.2211 -1.1669  0.037
C 1.2812 1.0398 -3.5737  -0.114
C -4.1451 0.3541 0.6483  -0.060
H -6.1445 1.1712 0.5580  0.123
H -5.3843 3.5321 0.2748  0.128
C -3.5664 -3.6452 2.9714  -0.053
H -2.4511 -2.7711 -0.6284  0.098
H 2.1762 1.5595 -3.2032  0.087
P -1.5189 -0.6304 1.1235  0.964
H 1.1818 0.8973 4.9064  0.026
C 2.4931 1.6469 0.7659  -0.405
H 3.9780 -4.1785 2.7690  0.120
C -2.3437 1.9594 0.3845  -0.154
H 3.2920 4.6269 2.2083  0.125
C -1.0391 -1.5398 -3.9136  -0.175
H 0.2831 -0.6797 -5.4220  0.111
H 2.6395 2.3004 2.8533  0.110
N -1.3539 1.5033 4.0638  -0.236
H 3.0202 3.5978 -1.9755  0.125
H -3.8720 -3.8983 3.9874  0.122
H -3.7809 -4.8270 -0.2008  0.121
C 3.0891 -2.3748 2.0113  -0.091
H 0.8769 2.0041 -5.3860  0.131
C -2.4584 -2.1348 1.4335  -0.388
H 3.4484 5.2784 -0.1879  0.126
H 6.3156 -3.4027 2.3701  0.123
H 0.2880 2.9008 -3.9772  0.111
O -0.7233 2.7650 3.4956  -0.294
H -2.4800 -0.8690 -2.3498  0.094
C 5.7239 -1.4815 1.5758  -0.047
C -3.2845 2.9933 0.3156  -0.061
C 2.6248 2.0080 -0.5845  -0.082
H -1.0529 0.6213 -5.4529  0.107
C 5.4758 -2.7490 2.1222  -0.036
H -2.5819 -1.8027 3.5635  0.103
Zr -0.0580 1.1796 2.4711  1.436
C -3.8988 -4.5035 1.9258  -0.036
C 0.3787 1.8919 -4.4070  -0.171
C 4.1639 -3.1894 2.3469  -0.054
C 3.3427 -1.0982 1.4600  -0.373
C -0.3769 -0.8939 -0.2395  -0.258
H 6.7462 -1.1440 1.3959  0.121
H 2.1046 -0.1790 3.7921  -0.016
H -2.3223 1.5422 -2.8418  0.107
C 0.3719 -1.1478 -4.4306  -0.183
H -1.2692 2.2069 0.2663  0.090
H -1.6634 2.2128 -4.9727  0.122
H -4.4504 -5.4249 2.1181  0.125
P 1.9307 -0.0633 1.1142  0.929
C -1.0635 1.3538 -4.6317  -0.183
H -4.4866 -0.6717 0.8234  0.113
C -2.7863 -3.0037 0.3802  -0.075
H -2.9397 4.0293 0.2232  0.125
C 2.7177 2.5953 1.7923  -0.116
C 4.6584 -0.6454 1.2470  -0.064
C 1.0891 0.1015 4.1243  -0.246
H -1.6760 -1.7561 -4.7879  0.130
H 2.0501 -2.6970 2.1599  0.113
C -2.7648 0.6260 0.6048  -0.366

Output
- LUMO (eV) = -7.8
- Kohn-Sham gap (hartree) = 0.211
- energy relative to the best compared isomer or geometry (same formula, charge and spin) (kJ/mol) = 0.0
- molar mass (g/mol) = 656.858
- charge = +2

=====

(3)
ORCA calculation (the ωB97M-V functional and the def2-TZVPD basis) on a structure of composition C35H38AuN3O.

Each line ends with the Löwdin charge.
Element x y z (Å)
H -1.3456 3.7630 2.2227  0.123
C 1.6776 2.6216 -3.2838  -0.051
H 1.0533 3.6181 -0.4416  0.087
H -1.6702 2.7721 -5.1975  0.103
H -3.6675 1.6480 -1.9771  0.077
Au -1.0174 0.8805 -0.4247  1.020
N -0.4861 -2.8702 2.3728  0.051
H 5.3437 -2.8601 -1.4489  0.099
C -2.3444 2.5420 -0.5428  -0.187
C -1.8402 -0.7155 5.0300  -0.074
O -0.0397 -0.9104 1.2484  -0.059
C -3.4645 2.5210 -1.3659  -0.133
C 3.6300 -1.5708 -1.4014  -0.054
H 1.2219 -6.2690 1.1041  0.088
H 0.7456 2.6813 3.0883  0.090
H 0.1250 4.4026 -5.7104  0.098
C 0.8122 0.8201 -1.8475  -0.121
C -1.0679 -5.2102 2.7929  -0.007
C -0.7304 2.7281 -4.6614  -0.080
C -2.0991 3.6704 0.2323  -0.242
C 2.7556 -0.7611 -2.1333  -0.214
H 1.2093 -5.5980 -0.5325  0.088
H -1.3812 -1.2240 -2.1167  -0.020
H -5.2077 3.5586 -2.0643  0.096
H -2.9844 -0.5903 -1.6677  -0.034
H -0.6631 1.6251 2.7899  0.079
C -0.2773 -2.2487 6.0126  -0.081
C -0.7262 -2.3305 3.6546  -0.200
C 1.6726 -0.0813 -1.4035  -0.099
H 0.6804 -3.6084 4.6527  0.117
H 2.2500 -0.0438 -4.0869  0.109
C 0.6360 -5.6948 0.3858  -0.010
H 2.2694 4.2787 -4.5001  0.101
C -2.9656 4.7612 0.1627  -0.067
H -0.2782 -6.2508 0.1675  0.089
H -1.9572 -5.4040 2.1849  0.101
C -1.9915 -0.8435 -1.2956  -0.211
C 4.6674 -2.2423 -2.0268  -0.093
H -2.7640 5.6430 0.7643  0.109
H 0.8835 -2.9047 -0.6132  0.114
H 3.4846 -1.6656 -0.3310  0.108
H -1.3462 -0.7556 7.1191  0.102
H -2.1408 -0.9065 2.9072  0.120
C 0.2754 3.6434 -4.9544  -0.091
C -4.3342 3.6012 -1.4245  -0.106
C 0.2727 1.9941 2.3709  -0.104
H 2.6267 2.5617 -2.7645  0.118
H 0.2595 -2.6219 6.8752  0.104
H 1.7891 3.8113 1.1694  0.091
C -4.0801 4.7308 -0.6587  -0.103
C 0.6565 1.7094 -2.9517  -0.270
C 2.9356 -0.6560 -3.5141  -0.026
C -1.1748 -1.1994 6.1471  -0.089
H -0.4227 4.7017 1.0675  0.121
H -1.3401 1.0861 -3.4218  0.094
C -1.6268 -1.2800 3.7825  -0.009
H -2.5396 0.1050 5.1266  0.107
N 0.0174 2.6419 1.0870  -0.318
H -0.5174 -6.1385 2.9285  0.093
H -2.0818 -1.6165 -0.5307  -0.036
C 0.3190 -4.3458 0.9277  -0.264
C 0.4628 -3.1237 0.3539  0.069
C 4.8416 -2.1219 -3.3984  -0.102
H -1.3895 -4.8519 3.7659  0.083
C 1.4809 3.5735 -4.2663  -0.089
H 1.5686 -0.4155 -0.3742  0.074
H 5.6540 -2.6428 -3.8894  0.097
C 3.9717 -1.3317 -4.1375  -0.083
H 1.9201 2.2694 0.2927  0.075
N -0.1991 -4.2200 2.1874  -0.079
C -0.0252 -2.1392 1.2791  -0.420
C -0.9408 3.7468 1.2069  -0.171
H 4.1070 -1.2473 -5.2087  0.102
C -0.0411 -2.8093 4.7679  -0.026
C 1.2656 3.1132 0.4990  -0.098
H -4.7452 5.5844 -0.7017  0.096
C -0.5482 1.7798 -3.6764  -0.045
H 0.9204 1.1320 2.2200  0.071

Output
- 2S+1 = 3
- LUMO (alpha / beta) (eV) = 0.5 / -0.5
- Kohn-Sham gap (alpha / beta) (hartree) = 0.231 / 0.256
- molar mass (g/mol) = 713.676

=====

(4)
ORCA calculation (the ωB97M-V functional and the def2-TZVPD basis) on a structure of composition C35H38BF3O2S in a non-equilibrium geometry.

Each line ends with the Löwdin charge.
Element x y z (Å)
C 0.3716 2.1050 1.0004  -0.440
C -3.8641 0.6614 -0.8374  0.003
H -5.4946 -2.3490 -1.3500  0.092
H -0.8923 -1.9515 -1.1707  0.163
C 5.0869 -0.8608 -2.3072  -0.056
H -5.5008 -2.3060 2.4862  0.102
C -0.9012 -2.0736 -0.0619  -0.065
H 0.4968 1.1117 -1.6602  0.111
H -6.1916 -0.7074 -1.4220  0.094
O -3.1320 -1.6025 -0.6637  0.110
H -6.1019 0.5770 1.2771  0.107
H 4.1820 -1.3986 -0.4249  0.114
C 2.6023 0.1958 -3.0016  -0.037
C -1.8359 3.4162 1.0208  -0.635
C -0.3121 2.1844 2.2868  -0.157
H 4.2660 3.2480 -1.3042  0.129
H -1.2157 -5.4952 2.5983  0.084
H -1.2554 1.0190 -0.0494  0.075
C 4.0346 -0.9584 -1.4134  -0.043
H -4.8387 -1.1248 -2.4840  0.098
C -0.5174 -1.2768 2.2025  -0.009
H 3.4945 0.7163 -4.9048  0.124
C 2.7503 -0.4375 -1.7371  -0.227
H -5.2694 0.1312 2.8127  0.101
H -0.1900 -2.8056 3.6710  0.123
S -0.4856 3.3831 -0.0571  1.017
F 6.9318 2.3509 0.7696  0.132
H 1.8949 3.6326 -0.8106  0.081
H 1.6444 0.7039 -3.2350  0.111
H -3.8178 4.0081 1.4044  0.064
H -3.6028 0.6912 -1.9237  0.112
C 4.8469 -0.4278 -3.6405  -0.281
H -5.0903 -3.0587 0.9312  0.095
H -4.4142 1.1394 1.6072  0.086
H 6.3809 0.4372 -4.9213  0.084
C -5.4815 -2.1431 1.3940  -0.006
H -6.5125 -1.9854 1.0508  0.097
C 2.6874 1.6570 1.8532  -0.010
H -0.3694 -0.4818 2.9529  0.119
C 1.6840 -0.4880 -0.7850  -0.055
H -0.6494 -4.2607 -0.3190  0.139
C -3.0717 4.1513 0.6402  -0.138
H 2.2236 1.1233 2.7152  0.124
C -0.4275 -3.6880 1.7104  -0.290
F 6.2378 1.9159 -1.2660  0.104
C 6.0073 1.6617 0.0617  -0.512
C -4.2810 -0.7721 -0.4754  -0.461
H 1.7131 -1.2536 0.0199  0.134
C 4.0695 1.5475 1.6405  0.005
H -2.9764 0.9897 -0.2386  0.075
H 0.4914 -5.2520 2.9614  0.083
H 5.4885 -0.9310 -5.6109  0.080
C -0.6532 -3.4222 0.3945  -0.005
H 0.1151 1.6372 3.1205  0.083
C 3.8338 2.7982 -0.4088  -0.004
H -2.0557 3.4072 3.1518  0.121
C -0.3234 0.4943 0.2692  -0.144
C -5.2742 -1.2865 -1.4902  -0.005
F 6.2816 0.3176 0.2476  0.092
H -3.5119 3.8574 -0.3117  0.063
C -4.5905 -0.9433 1.0612  -0.455
H -2.8517 5.2224 0.6101  0.071
C 5.9204 -0.5350 -4.6820  -0.065
C 1.8806 2.3003 0.9234  -0.221
C 4.5863 2.0140 0.4331  -0.145
C -0.6299 -0.9015 0.8497  -0.124
C -5.1283 0.3027 1.7314  -0.003
H -4.7085 1.3627 -0.6523  0.099
C -0.2766 -5.1063 2.1955  -0.047
H -0.0257 -5.7727 1.3659  0.077
H 6.1170 -1.1036 -2.0232  0.112
H 6.6976 -1.2213 -4.3376  0.073
H 4.7053 1.0710 2.3697  0.120
C -0.4114 -2.6147 2.6160  -0.002
C -1.4509 3.0031 2.3071  -0.136
B -2.5943 -1.8990 0.5697  -0.432
C 3.6285 0.2004 -3.9244  -0.058
O -3.2758 -1.2315 1.5939  0.141
C 2.4807 3.0027 -0.1335  -0.039
C 0.6219 0.3775 -0.8390  -0.114

Output
- LUMO (eV) = -1.0
- Kohn-Sham gap (hartree) = 0.142
- energy relative to the best compared isomer or geometry (same formula, charge and spin) (kJ/mol) = 363.4
- molar mass (g/mol) = 590.560